[1]
Entry from the Open Molecules 2025 dataset: C28H73GaIO11 as an isolated structure at a distorted geometry (the ωB97M-V functional and the def2-TZVPD basis).

Each line ends with the Mulliken charge.
Positions of all 114 atoms, in Å:
C (0.24174, 3.02302, 5.66408)  -1.002
C (0.63309, 1.46130, 6.11663)  0.510
O (-0.54140, 0.81940, 6.72746)  -0.346
C (-0.34786, -0.66592, 6.82082)  0.358
O (0.10876, -1.16176, 7.99794)  -0.573
C (-0.68025, -1.71283, 5.60477)  -0.343
C (0.56241, -2.67628, 5.14853)  -0.375
C (2.01054, -1.92927, 4.98771)  0.347
Ga (2.64790, -1.86942, 2.98185)  0.077
C (4.69869, -2.04818, 2.77777)  -0.681
C (5.57191, -0.89712, 3.55679)  0.080
C (6.06510, 0.35325, 2.61753)  -0.527
O (5.12528, 0.74310, 1.55351)  -0.467
C (2.05342, -0.14481, 1.98944)  -0.525
C (0.46505, 0.13950, 2.40513)  0.728
C (-0.53589, 0.19436, 1.07214)  -0.821
I (-1.85615, 1.95421, 1.43900)  -0.129
H (-0.09816, 3.62991, 6.61319)  0.333
H (1.17513, 3.55532, 5.14590)  0.285
H (-0.67166, 2.94527, 4.91618)  0.199
H (1.56869, 1.53132, 6.85433)  0.191
H (0.97176, 0.93546, 5.11149)  -0.237
H (-1.19663, -1.12200, 4.71610)  0.190
H (-1.53100, -2.44126, 6.01899)  0.342
H (0.68980, -3.55705, 5.92551)  -0.057
H (0.34904, -3.21364, 4.10419)  0.189
H (2.10110, -0.88624, 5.50854)  -0.121
H (2.81157, -2.63191, 5.52590)  -0.061
H (1.95444, -3.10111, 2.22083)  -0.413
H (5.04620, -3.10479, 3.15021)  0.237
H (4.92273, -2.02969, 1.60675)  0.135
H (4.98306, -0.47047, 4.48044)  0.112
H (6.54276, -1.43396, 3.97026)  0.166
H (6.19916, 1.31355, 3.31314)  0.218
H (7.09886, 0.10715, 2.07644)  0.209
H (5.02322, 0.01936, 0.86448)  0.288
H (2.65122, 0.78635, 2.38668)  0.208
H (2.05218, -0.24056, 0.81345)  0.189
H (0.12502, -0.80070, 3.01339)  -0.556
H (0.41517, 1.13833, 3.01299)  -0.011
H (-1.18427, -0.80791, 1.07070)  0.364
H (0.04265, 0.33683, 0.06495)  0.281
C (-4.27515, 0.42455, -2.83573)  -0.863
C (-3.32163, 0.01070, -1.73388)  -0.007
O (-2.01705, -0.17111, -2.26435)  -0.447
H (-4.30327, -0.33368, -3.62508)  0.233
H (-5.28661, 0.56444, -2.44401)  0.369
H (-3.94553, 1.35836, -3.30281)  0.109
H (-3.64245, -0.93384, -1.28476)  0.348
H (-3.27812, 0.76992, -0.94694)  0.002
H (-1.73815, 0.67561, -2.65331)  0.234
C (-6.26031, 3.76589, -5.96000)  -1.145
C (-5.30680, 3.35204, -4.85815)  0.128
O (-4.00222, 3.17023, -5.38862)  -0.409
H (-6.28843, 3.00766, -6.74935)  0.234
H (-7.27178, 3.90578, -5.56828)  0.315
H (-5.93070, 4.69970, -6.42708)  0.452
H (-5.62761, 2.40750, -4.40902)  -0.040
H (-5.26329, 4.11126, -4.07120)  0.275
H (-3.72331, 4.01695, -5.77758)  0.173
C (0.45019, -6.93811, 6.10813)  -0.908
C (-0.96249, -6.43875, 6.33069)  -0.308
O (-1.31605, -5.51400, 5.31275)  -0.438
H (1.15824, -6.10297, 6.11015)  0.200
H (0.73988, -7.64880, 6.88728)  0.337
H (0.53870, -7.42824, 5.13307)  0.315
H (-1.04118, -5.93050, 7.29624)  0.275
H (-1.67803, -7.26663, 6.31706)  0.308
H (-1.25105, -5.97755, 4.46016)  0.265
C (1.29735, 2.86785, -5.09541)  -0.992
C (0.68101, 2.17692, -3.89654)  -0.256
O (-0.73402, 2.17032, -4.01500)  -0.456
H (0.93192, 3.89678, -5.17638)  0.260
H (2.38807, 2.88542, -5.01727)  0.345
H (1.01837, 2.35696, -6.02274)  0.231
H (0.94412, 2.70321, -2.97428)  0.348
H (1.03155, 1.14336, -3.81620)  0.205
H (-0.95750, 1.69341, -4.83270)  0.243
C (-8.06072, -0.79636, -6.56181)  -1.134
C (-7.89531, 0.24570, -5.47495)  0.072
O (-8.69196, 1.38381, -5.76894)  -0.490
H (-7.76959, -0.38708, -7.53471)  0.296
H (-7.44935, -1.67866, -6.35243)  0.326
H (-9.10783, -1.10486, -6.64659)  0.333
H (-6.85175, 0.56717, -5.40845)  0.081
H (-8.19676, -0.15191, -4.50097)  0.236
H (-9.61759, 1.08908, -5.81753)  0.280
C (4.42926, 0.29527, -6.40715)  -0.964
C (3.81292, -0.39566, -5.20829)  -0.245
O (2.39789, -0.40226, -5.32675)  -0.451
H (4.06383, 1.32420, -6.48813)  0.212
H (5.51998, 0.31284, -6.32901)  0.326
H (4.15028, -0.21562, -7.33449)  0.325
H (4.07604, 0.13063, -4.28602)  0.272
H (4.16346, -1.42922, -5.12794)  0.302
H (2.17441, -0.87917, -6.14444)  0.252
C (-1.91258, 4.65548, -8.29192)  -1.043
C (-0.95906, 4.24163, -7.19007)  0.022
O (0.34552, 4.05982, -7.72053)  -0.504
H (-1.94070, 3.89725, -9.08127)  0.286
H (-2.92404, 4.79537, -7.90019)  0.222
H (-1.58297, 5.58929, -8.75899)  0.369
H (-1.27988, 3.29710, -6.74094)  0.107
H (-0.91555, 5.00085, -6.40312)  0.301
H (0.62442, 4.90654, -8.10950)  0.282
C (4.85977, -2.01082, 8.51968)  -0.896
C (5.71164, -3.05339, 7.82547)  -0.332
O (6.38466, -2.47131, 6.71885)  -0.451
H (4.12575, -1.58921, 7.82523)  0.127
H (4.33050, -2.44470, 9.37273)  0.335
H (5.47746, -1.17905, 8.87380)  0.367
H (5.08798, -3.87182, 7.45400)  0.273
H (6.45675, -3.47043, 8.50993)  0.306
H (6.94210, -1.75121, 7.06051)  0.275

HOMO level = -4.63 eV
lowest unoccupied orbital energy = 1.863 eV
net charge = -1
2S+1 = 1

=====

[2]
Entry from the Open Molecules 2025 dataset: C28H74CuN3O11 as an isolated structure at a distorted geometry (the ωB97M-V functional and the def2-TZVPD basis).

Each line ends with the Löwdin spin population.
Positions of all 117 atoms, in Å:
Cu (-0.05122, -1.39726, -5.89936)  -0.001
C (0.74524, -1.52185, -0.12614)  -0.001
C (-0.46199, -0.72575, -0.69967)  0.104
O (-0.37014, -0.58223, -2.06387)  0.822
H (0.78223, -2.54482, -0.50067)  0.000
H (0.72508, -1.41906, 0.95881)  -0.001
H (1.67020, -1.05694, -0.46735)  0.000
H (-0.54084, 0.27867, -0.28374)  0.044
H (-1.40174, -1.22106, -0.45546)  0.033
C (-2.60451, -3.88428, -5.29484)  0.000
O (-1.16803, -3.85092, -5.33979)  0.000
C (-0.60783, -5.09046, -4.91543)  0.000
C (0.86385, -4.94346, -5.06115)  0.000
N (1.49612, -3.75975, -4.64327)  0.000
C (2.83985, -3.56779, -5.22168)  0.000
C (3.35364, -2.13029, -4.98631)  0.000
O (2.35785, -1.11869, -5.32584)  0.000
C (2.60844, 0.20887, -4.77941)  0.000
H (-2.83688, -2.82563, -5.17919)  0.000
H (-3.02068, -4.35608, -4.40472)  0.000
H (-3.08996, -4.27359, -6.18975)  0.000
H (-1.00047, -5.94505, -5.46644)  0.000
H (-1.06564, -5.08011, -3.92629)  0.000
H (1.03947, -5.20070, -6.10570)  0.000
H (1.35873, -5.60320, -4.34846)  0.000
H (1.59391, -3.88045, -3.64527)  0.000
H (2.68248, -3.57126, -6.30026)  0.000
H (3.60086, -4.27257, -4.88664)  0.000
H (4.27016, -1.92103, -5.53795)  0.000
H (3.49024, -1.97237, -3.91649)  0.000
H (2.76758, 0.13833, -3.70341)  0.000
H (1.80138, 0.91893, -4.95995)  0.000
H (3.43478, 0.60159, -5.37190)  0.000
C (-0.76996, -0.00281, 8.05714)  0.000
O (-1.40151, 0.81666, 7.01199)  0.000
C (-0.42399, 1.53321, 6.22902)  0.000
C (-1.21002, 2.09483, 4.98538)  0.000
N (-2.18319, 3.00990, 5.46886)  0.000
C (-3.05687, 3.52152, 4.48970)  0.000
C (-4.38142, 3.91711, 5.04186)  0.000
O (-5.24207, 4.19688, 3.89229)  0.000
C (-6.18299, 5.21597, 4.40501)  0.000
H (-1.45322, -0.46554, 8.76927)  0.000
H (-0.18992, 0.69089, 8.66577)  0.000
H (-0.07320, -0.68436, 7.56920)  0.000
H (0.42105, 0.88418, 5.99936)  0.000
H (-0.07926, 2.32730, 6.89135)  0.000
H (-1.69466, 1.29994, 4.41849)  0.000
H (-0.51389, 2.60375, 4.31867)  0.000
H (-2.61889, 2.55827, 6.26024)  0.000
H (-3.30764, 2.71214, 3.80405)  0.000
H (-2.55209, 4.37714, 4.04114)  0.000
H (-4.29128, 4.68954, 5.80562)  0.000
H (-4.83406, 3.10072, 5.60465)  0.000
H (-5.72769, 6.12677, 4.79394)  0.000
H (-6.64863, 4.89551, 5.33699)  0.000
H (-6.96750, 5.40097, 3.67123)  0.000
C (8.05060, -1.67817, 0.39964)  0.000
O (7.43795, -2.42840, 1.40011)  0.000
C (8.24758, -2.75850, 2.48478)  0.000
C (8.54041, -1.50013, 3.31249)  0.000
N (7.51007, -1.29388, 4.38091)  0.000
C (6.15022, -1.22656, 3.89504)  0.000
C (5.90526, 0.15232, 3.21897)  0.000
O (6.03941, 1.02531, 4.28727)  0.000
C (5.97034, 2.39019, 3.90242)  0.000
H (9.01733, -2.05997, 0.07138)  0.000
H (8.31980, -0.72344, 0.85144)  0.000
H (7.35560, -1.46819, -0.41338)  0.000
H (9.22098, -3.12077, 2.15408)  0.000
H (7.82992, -3.66447, 2.92396)  0.000
H (8.75920, -0.62796, 2.69640)  0.000
H (9.46982, -1.73133, 3.83292)  0.000
H (7.83346, -0.41574, 4.76089)  0.000
H (5.51707, -1.23593, 4.78225)  0.000
H (5.90622, -2.02857, 3.19838)  0.000
H (4.85545, 0.09825, 2.93073)  0.000
H (6.51024, 0.31873, 2.32767)  0.000
H (5.95993, 3.02698, 4.78701)  0.000
H (5.08083, 2.54044, 3.29062)  0.000
H (6.82252, 2.69771, 3.29636)  0.000
C (-1.18829, 3.31885, -8.36503)  0.000
C (-2.34192, 2.44507, -8.25967)  0.000
O (-2.16861, 1.55205, -7.15985)  0.000
H (-0.92046, 3.52365, -9.40157)  0.000
H (-0.27754, 2.78963, -8.08476)  0.000
H (-1.31315, 4.33084, -7.97980)  0.000
H (-2.49670, 1.88151, -9.17975)  0.000
H (-3.14922, 3.11878, -7.97246)  0.000
H (-2.70999, 1.85189, -6.42595)  0.000
C (-7.08641, -0.44420, -1.51630)  0.000
C (-6.67506, 0.89077, -1.99098)  0.000
O (-5.47597, 0.87817, -2.72423)  0.000
H (-6.34799, -1.14810, -1.13247)  0.000
H (-7.59403, -0.84780, -2.39240)  0.000
H (-7.88014, -0.50711, -0.77191)  0.000
H (-6.48818, 1.63720, -1.21896)  0.000
H (-7.51039, 1.27044, -2.57935)  0.000
H (-4.82141, 0.37924, -2.23004)  0.000
C (-3.25476, 6.76112, -1.71402)  0.000
C (-2.69161, 5.36771, -1.71327)  0.000
O (-1.25922, 5.43650, -1.85685)  0.000
H (-3.27790, 7.15298, -2.73089)  0.000
H (-2.87341, 7.52243, -1.03351)  0.000
H (-4.31307, 6.71650, -1.45696)  0.000
H (-3.17929, 4.75575, -2.47207)  0.000
H (-2.94577, 4.93803, -0.74432)  0.000
H (-0.98442, 4.51674, -1.86774)  0.000
C (-3.69956, -3.95649, 3.61471)  0.000
C (-3.23982, -5.17074, 2.86509)  0.000
O (-3.44403, -6.29184, 3.81654)  0.000
H (-3.89794, -3.18651, 2.86914)  0.000
H (-2.98221, -3.65885, 4.37952)  0.000
H (-4.68503, -4.00848, 4.07758)  0.000
H (-2.21821, -5.16289, 2.48516)  0.000
H (-3.89128, -5.12869, 1.99220)  0.000
H (-2.90651, -7.06238, 3.61918)  0.000

ΔE to the lowest compared entry with this formula, charge and spin = 83.0 kcal/mol
HOMO level (spin up / spin down) = -9.88 / -9.88 eV
lowest unoccupied orbital energy (spin up / spin down) = -4.291 / -4.306 eV
net charge = +1
2S+1 = 2

=====

| no. | total energy (hartree) |
| --- | --- |
| 1 | -4160.41787 |
| 2 | -3742.91807 |